Below is a molecular structure, C2H3IOS at a distorted geometry, with properties calculated with wB97M-V/def2-TZVPD.

Each line ends with the Löwdin charge.
Geometry (Å):
1 C 0.10 -1.75 0.36  -0.770
2 C 0.22 -0.26 0.27  -0.459
3 O -0.95 0.38 0.21  -0.062
4 S -0.89 -2.85 0.83  0.832
5 I 2.86 -2.48 -0.09  0.041
6 H 0.89 0.09 -0.53  0.108
7 H 0.71 0.08 1.27  0.161
8 H -1.28 0.67 1.12  0.149

The calculation puts the maximum force at 3.93 eV Å⁻¹. As for the highest occupied orbital energy (alpha / beta): -0.3196 / -0.3190 hartree. The LUMO energy (alpha / beta) comes out at -1.69 / -1.70 eV. The total energy is -23103.5012 eV. The orbital gap (alpha / beta) is 7.01 / 6.98 eV.